171
Properties=species:S:1:pos:R:3:mulliken_charge:R:1 method="wB97M-V/def2-TZVPD" molar_mass_g_mol=1313.90 total_energy_ha=-4852.47976 homo_lumo_gap_ev=4.613 spin_multiplicity=1 fmax_ev_per_a=10.2 e_lumo_ha=-0.203 e_above_lowest_kj_mol=830.87 charge=+1
C -2.713 5.968 -2.293 -0.38
O -4.005 5.553 -2.898 -0.37
C -3.885 5.376 -4.354 0.01
C -4.176 3.827 -4.870 -0.43
C -3.657 2.699 -3.798 0.00
C -2.968 1.377 -4.549 -0.58
C -2.217 0.533 -3.340 0.41
C -3.405 -0.261 -2.484 -0.38
C -2.633 -1.034 -1.256 0.16
C -3.431 -0.656 0.138 -0.83
C -2.505 0.231 1.158 -0.08
C -2.450 1.837 0.835 -0.29
C -1.402 2.507 1.953 -0.51
N 0.056 2.044 1.712 1.01
N 0.320 1.657 0.433 -0.59
C 1.701 1.196 0.125 0.28
C 2.109 0.725 -1.428 0.10
O 3.074 -0.209 -1.659 -0.41
N 1.419 1.262 -2.679 -0.05
C 1.796 2.698 -2.969 0.64
O 1.297 3.241 -4.114 -0.46
F 2.611 3.585 -2.107 -0.19
C 2.965 1.140 1.220 0.34
F 4.344 0.717 0.885 -0.25
C 2.534 1.662 2.750 -0.48
C 0.939 2.138 2.929 0.62
C 0.528 2.665 4.423 -0.81
C 0.873 4.277 4.684 0.02
C 1.018 5.148 3.303 -0.86
Cl 2.565 4.321 5.525 -0.26
H -2.671 7.142 -2.078 0.25
H -2.652 5.420 -1.237 0.01
H -1.790 5.619 -2.926 0.25
H -4.746 6.035 -4.849 -0.18
H -2.874 5.817 -4.808 0.29
H -3.533 3.687 -5.853 0.25
H -5.298 3.654 -5.168 0.29
H -2.881 3.199 -3.047 -0.10
H -4.583 2.386 -3.152 0.10
H -2.102 1.808 -5.231 0.34
H -3.746 0.725 -5.134 0.14
H -1.415 -0.233 -3.715 0.51
H -1.795 1.348 -2.594 -0.73
H -4.084 0.579 -2.034 0.22
H -3.975 -1.056 -3.130 -0.03
H -2.634 -2.221 -1.374 0.24
H -1.519 -0.636 -1.108 -0.09
H -3.622 -1.699 0.687 0.18
H -4.516 -0.212 -0.046 0.41
H -3.001 0.125 2.238 -0.01
H -1.390 -0.189 1.231 0.16
H -3.495 2.365 1.062 0.44
H -2.183 2.118 -0.268 -0.12
H -1.816 2.175 2.996 0.18
H -1.482 3.680 1.812 0.22
H 0.383 1.235 -2.556 0.11
H 3.299 1.726 3.650 0.36
H 1.239 2.084 5.186 0.47
H -0.565 2.423 4.761 0.20
H 0.082 4.691 5.448 0.40
H 0.083 5.028 2.609 0.16
H 1.109 6.289 3.641 0.36
H 2.044 4.874 2.796 0.29
F -5.761 -2.318 -5.170 -0.33
C -4.917 -2.621 -6.165 0.08
C -4.925 -1.856 -7.326 -0.29
C -4.043 -2.168 -8.361 -0.54
C -3.169 -3.250 -8.227 -0.46
C -3.172 -4.015 -7.059 -0.45
C -4.046 -3.696 -6.021 0.15
H -5.617 -1.025 -7.416 0.47
H -4.036 -1.572 -9.270 0.37
H -2.485 -3.496 -9.036 0.38
H -2.494 -4.859 -6.959 0.38
H -4.055 -4.274 -5.103 0.22
F -4.028 -4.893 -0.369 -0.30
C -4.391 -5.869 -1.212 0.52
C -5.178 -6.917 -0.747 -0.50
C -5.560 -7.931 -1.625 -0.39
C -5.142 -7.891 -2.957 -0.61
C -4.348 -6.838 -3.413 -0.33
C -3.975 -5.818 -2.538 -0.44
H -5.486 -6.936 0.294 0.40
H -6.181 -8.751 -1.273 0.37
H -5.437 -8.685 -3.641 0.39
H -4.021 -6.811 -4.450 0.38
H -3.366 -4.987 -2.878 0.51
F 3.021 7.586 5.288 -0.21
C 4.146 7.732 6.000 0.52
C 4.527 9.000 6.426 -0.44
C 5.696 9.152 7.172 -0.44
C 6.478 8.034 7.474 -0.46
C 6.090 6.766 7.037 -0.56
C 4.915 6.614 6.301 0.01
H 3.911 9.857 6.175 0.40
H 5.997 10.137 7.517 0.36
H 7.392 8.153 8.052 0.36
H 6.703 5.899 7.270 0.35
H 4.595 5.635 5.961 0.16
F -3.730 -10.516 -1.633 -0.25
C -2.605 -10.370 -0.921 -0.03
C -2.225 -9.102 -0.494 0.42
C -1.056 -8.951 0.252 -0.63
C -0.274 -10.068 0.554 -0.36
C -0.661 -11.336 0.117 -0.58
C -1.836 -11.488 -0.619 -0.37
H -2.840 -8.245 -0.745 0.20
H -0.754 -7.965 0.597 0.36
H 0.640 -9.949 1.132 0.49
H -0.049 -12.203 0.349 0.38
H -2.157 -12.468 -0.959 0.42
F 10.701 3.724 -1.191 -0.33
C 9.521 3.339 -0.687 -0.08
C 8.358 3.578 -1.410 -0.44
C 7.129 3.173 -0.888 -0.44
C 7.077 2.541 0.357 -0.03
C 8.250 2.310 1.077 -0.58
C 9.479 2.705 0.550 -0.02
H 8.417 4.078 -2.372 0.42
H 6.215 3.348 -1.449 0.41
H 6.118 2.229 0.765 0.24
H 8.206 1.822 2.048 0.36
H 10.401 2.525 1.092 0.48
F -6.205 5.753 -6.355 -0.24
C -7.269 6.561 -6.456 0.45
C -8.510 6.021 -6.774 -0.43
C -9.619 6.861 -6.873 -0.40
C -9.472 8.234 -6.664 -0.48
C -8.221 8.767 -6.351 -0.40
C -7.114 7.925 -6.240 -0.36
H -8.604 4.953 -6.941 0.39
H -10.596 6.448 -7.114 0.35
H -10.337 8.890 -6.746 0.36
H -8.108 9.837 -6.192 0.35
H -6.136 8.322 -5.988 0.39
F 13.581 -3.424 0.224 -0.31
C 13.115 -2.223 -0.145 0.19
C 12.947 -1.231 0.815 -0.40
C 12.467 0.021 0.431 -0.34
C 12.150 0.264 -0.908 -0.12
C 12.318 -0.740 -1.863 -0.49
C 12.809 -1.989 -1.481 -0.31
H 13.190 -1.440 1.851 0.40
H 12.339 0.806 1.172 0.30
H 11.772 1.239 -1.207 0.31
H 12.067 -0.551 -2.904 0.36
H 12.954 -2.778 -2.211 0.40
F -3.611 -0.068 4.963 -0.27
C -3.142 0.006 6.215 0.30
C -1.773 -0.088 6.439 -0.22
C -1.283 -0.006 7.743 -0.50
C -2.170 0.157 8.810 -0.49
C -3.543 0.245 8.575 -0.42
C -4.031 0.174 7.271 -0.51
H -1.100 -0.223 5.599 0.59
H -0.213 -0.071 7.927 0.36
H -1.787 0.216 9.827 0.37
H -4.231 0.368 9.408 0.37
H -5.094 0.250 7.069 0.41
F 1.697 -10.143 2.808 -0.30
C 1.513 -9.803 4.091 0.37
C 1.237 -8.479 4.415 -0.29
C 1.041 -8.126 5.750 -0.38
C 1.133 -9.099 6.748 -0.46
C 1.416 -10.424 6.413 -0.40
C 1.601 -10.779 5.077 -0.39
H 1.177 -7.736 3.627 0.38
H 0.816 -7.095 6.013 0.34
H 0.984 -8.822 7.789 0.35
H 1.492 -11.179 7.192 0.35
H 1.813 -11.806 4.798 0.40